The following is a DFT calculation (ωB97M-V/def2-TZVPD) of a single C4H2N4 molecule.

Last column: natural (NBO) charge in e.
CARTESIAN COORDINATES (ANGSTROEM)
1 C -2.003217 -1.066477 -1.222357  -0.192
2 C -1.395653 -0.017880 -0.464190  -0.041
3 C -0.242974 0.542899 0.050072  0.043
4 C 0.977886 -0.044679 -0.484595  0.031
5 N 2.002536 0.236303 0.388055  -0.228
6 N 1.949245 0.498300 1.742686  0.009
7 N 0.767292 1.138136 2.061220  -0.004
8 N -0.229947 1.262917 1.200357  -0.192
9 H -2.805635 -1.824878 -1.871901  0.318
10 H 0.980467 -0.724641 -1.399346  0.255

Force components x, y, z for each atom (eV/Å):
2.5 6.2 4.0
-7.1 -8.9 -7.3
2.8 -1.7 0.5
-0.4 2.4 4.1
1.4 -3.0 -0.4
-4.1 1.9 -4.2
1.2 -0.6 -0.6
0.3 -0.7 0.2
2.7 2.9 2.5
0.7 1.5 1.2

The HOMO-LUMO gap comes out at 7.684 eV. The value obtained for the highest occupied orbital energy is -9.40 eV. The net charge is 0. As for the SMILES: C#Cc1cnnnn1. The total energy comes out at -372.3233 Ha. For the energy above the lowest of the compared OMol25 structures with the same formula, charge and spin, the calculation gives 8.396 eV. As for the spin multiplicity: 1.